Computed, not measured: an isolated molecule of C9H10INS at a distorted geometry, with wB97M-V/def2-TZVPD.

Each line ends with the Mulliken charge.
Positions of all 22 atoms, in Å:
1 H 2.64 3.38 -0.45  0.35
2 C 3.01 2.31 -0.36  -1.01
3 S 1.23 1.25 1.33  -0.18
4 H -3.91 -1.83 0.53  0.37
5 I 4.05 -0.64 0.03  -0.29
6 H -1.35 -0.13 2.33  0.36
7 C -3.21 -1.67 1.34  -1.21
8 C -0.66 -0.81 -1.43  -0.49
9 C 2.12 1.16 -0.20  0.00
10 N 1.35 0.66 -1.18  0.00
11 C -1.15 -0.29 1.30  -0.82
12 H -0.51 -1.15 -2.48  0.27
13 C -1.77 -1.43 -0.83  -0.76
14 C -0.07 0.22 0.68  0.75
15 H 3.76 2.41 0.48  0.37
16 C 0.22 -0.05 -0.70  -0.15
17 H 1.53 0.75 -2.16  0.22
18 H -2.62 -1.86 -1.41  0.28
19 H -3.49 -0.85 2.10  0.31
20 C -2.00 -1.16 0.56  1.00
21 H 3.72 2.26 -1.31  0.34
22 H -2.90 -2.54 1.86  0.30

Values from the calculation:
ΔE to the lowest compared entry with this formula, charge and spin ... 10.3 kcal per mole
HOMO energy (spin up / spin down) ... -7.6911 / -7.6915 eV
E_tot ... -29920.46582 eV
LUMO (spin up / spin down) ... -0.2030 / -0.2028 eV
Net charge ... 0